{"formula": "C32H64N2O41S11", "method": "ωB97M-V with the def2-TZVPD basis set", "elements": ["S", "S", "S", "S", "S", "S", "S", "S", "S", "S", "S", "O", "O", "O", "O", "O", "O", "O", "O", "O", "O", "O", "O", "O", "O", "O", "O", "O", "O", "O", "O", "O", "O", "O", "O", "O", "O", "O", "O", "O", "O", "O", "O", "O", "O", "O", "O", "O", "O", "O", "O", "O", "N", "N", "C", "C", "C", "C", "C", "C", "C", "C", "C", "C", "C", "C", "C", "C", "C", "C", "C", "C", "C", "C", "C", "C", "C", "C", "C", "C", "C", "C", "C", "C", "C", "C", "H", "H", "H", "H", "H", "H", "H", "H", "H", "H", "H", "H", "H", "H", "H", "H", "H", "H", "H", "H", "H", "H", "H", "H", "H", "H", "H", "H", "H", "H", "H", "H", "H", "H", "H", "H", "H", "H", "H", "H", "H", "H", "H", "H", "H", "H", "H", "H", "H", "H", "H", "H", "H", "H", "H", "H", "H", "H", "H", "H", "H", "H", "H", "H"], "positions_angstrom": [[1.58, 7.01, 11.07], [-0.72, -8.42, -5.70], [-3.91, 1.19, -2.64], [-2.75, -10.33, -0.24], [2.25, 6.04, 5.48], [-0.10, 6.84, -3.63], [-2.71, -3.78, -1.58], [3.53, -2.72, -1.61], [5.00, -0.24, -1.28], [-2.31, 0.13, 4.06], [-6.92, -3.80, -5.04], [-0.18, -8.63, -6.99], [-2.54, 0.97, 2.72], [2.03, 6.88, 6.82], [1.27, 6.46, -4.35], [0.18, 7.76, -2.58], [1.02, 6.46, 12.24], [-0.83, 5.65, -3.37], [-3.76, 2.72, -3.02], [-2.37, 0.78, -2.76], [0.86, 7.00, 9.84], [-3.93, -3.78, -0.86], [-2.27, -8.79, -5.68], [3.02, 6.38, 10.84], [-4.01, -10.98, -0.30], [-2.27, -10.29, 1.27], [-2.07, -1.28, 3.36], [-2.94, -8.76, -0.42], [-2.46, -5.20, -2.24], [2.92, 6.85, 4.52], [-6.62, -3.89, -3.47], [-0.76, 7.60, -4.86], [-3.53, 0.12, 4.78], [-7.92, -4.75, -5.36], [-0.58, -7.17, -5.03], [-1.10, 0.53, 4.68], [-7.52, -2.33, -5.04], [-5.69, -3.78, -5.76], [2.30, -0.75, -3.98], [-1.51, -3.37, -0.94], [-2.92, -2.95, -2.92], [2.06, 8.51, 11.33], [-0.23, -9.58, -4.73], [0.72, 5.92, 5.07], [2.91, 1.04, -5.20], [2.76, 4.77, 5.84], [-4.30, 1.05, -1.28], [3.41, 2.25, -2.91], [-4.66, 0.54, -3.66], [4.85, 3.73, 3.15], [2.44, 1.18, -2.98], [-1.69, -10.73, -1.09], [4.28, 3.04, -0.38], [3.62, -1.22, 0.76], [-2.46, -10.12, -5.15], [1.21, 6.74, -5.75], [-2.59, -3.77, -4.07], [-2.51, -1.24, 1.99], [-7.74, -1.87, -3.70], [0.97, -1.00, -3.47], [4.92, 3.64, 0.81], [2.46, -1.99, 1.20], [-2.21, 0.18, 1.56], [-2.90, -5.18, -3.62], [4.79, -1.27, 1.67], [1.73, -2.80, -1.77], [-2.37, 3.10, -3.06], [-1.66, 1.83, -3.47], [5.03, -2.63, 2.33], [3.49, 8.56, 11.47], [3.79, 4.02, -1.36], [-0.14, 6.39, 6.13], [1.96, -1.53, 2.58], [3.96, -1.30, -0.59], [-1.36, -10.23, -4.11], [2.82, 4.51, 2.01], [0.70, 7.44, 6.84], [-1.88, -8.96, 1.64], [-6.68, -2.57, -2.89], [0.96, -1.50, -2.04], [4.00, 3.53, 2.02], [-2.83, -8.08, 0.85], [2.60, 0.53, -4.17], [2.79, 3.37, -2.28], [0.25, 7.91, -5.84], [3.98, 7.41, 10.61], [1.55, -3.50, -2.59], [-3.82, -8.03, 1.30], [-1.10, -11.26, -3.88], [-2.36, -5.93, -4.19], [5.83, 3.08, 1.04], [5.21, 4.68, 0.63], [4.67, -0.50, 2.44], [4.61, 4.48, -1.93], [-7.65, -0.79, -3.67], [-0.37, 5.55, 6.79], [0.42, -0.05, -3.49], [-1.15, 0.32, 1.33], [-3.19, -3.45, -4.92], [-2.81, 0.51, 0.72], [3.98, 7.67, 9.55], [4.97, 7.05, 10.89], [-3.45, -10.19, -4.73], [3.61, 2.51, 2.03], [3.26, 4.81, -0.82], [-0.23, 8.00, -6.82], [2.68, 4.90, 3.01], [2.47, 4.09, -3.05], [0.72, 8.38, 6.29], [6.06, -2.66, 2.69], [4.30, 3.88, 3.93], [1.90, 4.01, 1.71], [1.69, -2.38, 3.20], [2.99, 5.37, 1.35], [1.93, 3.02, -1.71], [0.39, 7.61, 7.86], [-5.70, -2.09, -3.01], [2.64, -3.07, 1.18], [-0.61, 1.81, -3.18], [0.83, 5.86, -6.27], [5.67, -0.98, 1.10], [4.98, 2.48, -0.84], [-1.61, -9.70, -3.20], [-1.97, -1.98, 1.42], [-2.45, -7.08, 0.68], [4.87, -3.46, 1.64], [-3.96, -5.39, -3.65], [2.20, 6.98, -6.11], [1.09, -0.89, 2.47], [1.24, -0.68, -1.38], [-0.84, -8.80, 1.34], [-1.98, -8.84, 2.71], [-3.58, -1.46, 1.96], [-0.08, -1.75, -1.82], [-1.05, 6.79, 5.71], [1.30, -3.25, -0.88], [-2.07, 3.43, -2.07], [-2.34, -10.84, -5.96], [1.67, -1.80, 0.49], [4.39, -2.77, 3.20], [-1.75, 1.64, -4.54], [0.44, -1.67, -4.15], [-8.75, -2.16, -3.39], [-6.92, -2.66, -1.83], [-1.53, -3.64, -4.30], [-2.22, 3.90, -3.77], [2.71, -0.94, 3.11], [0.72, 8.85, -5.57], [3.75, 8.41, 12.52], [3.85, 9.53, 11.14]], "total_charge": 0, "spin_multiplicity": 1, "smiles": "CCN(CC)C(=S)SCCCOC(=O)OOCCNC[C@H](C)O.O=S1(=O)OCCO1.O=S1(=O)OCCO1.O=S1(=O)OCCO1.O=S1(=O)OCCO1.O=S1(=O)OCCO1.O=S1(=O)OCCO1.O=S1(=O)OCCO1.O=S1(=O)OCCO1.O=S1(=O)OCCO1", "e_homo_ev": -7.85, "lumo_ev": 0.09, "orbital_gap_ha": 0.2920, "total_energy_ev": -240325.840}



{"formula": "C23H21N5O6", "method": "ωB97M-V with the def2-TZVPD basis set", "elements": ["O", "O", "O", "O", "O", "O", "N", "N", "N", "N", "N", "C", "C", "C", "C", "C", "C", "C", "C", "C", "C", "C", "C", "C", "C", "C", "C", "C", "C", "C", "C", "C", "C", "C", "H", "H", "H", "H", "H", "H", "H", "H", "H", "H", "H", "H", "H", "H", "H", "H", "H", "H", "H", "H", "H"], "positions_angstrom": [[3.74, 1.30, -0.80], [4.36, -2.77, -1.08], [-3.60, -1.81, 2.46], [4.48, -4.46, 0.97], [-5.33, 3.48, -1.76], [3.29, 0.19, 1.59], [-1.25, -1.73, 0.95], [-4.07, 0.91, 0.27], [-3.18, 3.00, -1.37], [-2.18, 2.44, -0.68], [-2.32, -0.95, 0.77], [2.27, 0.80, 0.96], [-0.25, -1.61, 0.16], [-6.49, 1.17, 1.58], [0.96, -2.37, 0.36], [1.39, 2.01, -0.94], [4.06, 2.05, -1.95], [-4.51, 2.85, -1.12], [4.34, -1.88, -2.16], [0.13, 2.03, -0.35], [-5.61, 0.15, 1.92], [-4.90, 1.90, -0.04], [2.04, -2.18, -0.50], [3.22, -2.87, -0.30], [-0.04, 1.46, 0.92], [-3.42, -1.01, 1.57], [3.32, -3.78, 0.77], [2.24, -3.96, 1.62], [-6.13, 2.06, 0.59], [-0.98, 2.62, -1.06], [-4.41, 0.06, 1.22], [1.01, 0.85, 1.56], [2.45, 1.40, -0.30], [1.07, -3.27, 1.42], [-0.74, 3.20, -1.96], [-6.78, 2.87, 0.28], [2.35, -4.66, 2.44], [3.57, -2.16, -2.89], [-2.96, 3.63, -2.16], [1.94, -1.48, -1.32], [5.11, -4.20, 0.28], [5.13, 1.92, -2.10], [-2.32, -0.21, 0.06], [3.52, 1.68, -2.83], [3.84, 3.11, -1.80], [-0.27, -0.90, -0.68], [-5.83, -0.57, 2.69], [0.23, -3.40, 2.07], [-1.02, 1.51, 1.38], [4.08, 0.26, 1.04], [1.52, 2.46, -1.91], [0.89, 0.40, 2.53], [4.17, -0.85, -1.83], [5.32, -1.95, -2.62], [-7.44, 1.26, 2.09]], "total_charge": 0, "spin_multiplicity": 1, "e_above_lowest_ev": 0.0000, "smiles": "COc1cc(/C=N/NC(=O)c2cccc(C(=O)N/N=C/c3ccc(O)c(OC)c3)n2)ccc1O", "e_homo_ev": -7.70, "lumo_ev": -0.02, "orbital_gap_ha": 0.2821, "total_energy_ev": -43925.832}



{"formula": "C6H12Cl2Si", "method": "ωB97M-V with the def2-TZVPD basis set", "elements": ["Cl", "Cl", "Si", "C", "C", "C", "C", "C", "C", "H", "H", "H", "H", "H", "H", "H", "H", "H", "H", "H", "H"], "positions_angstrom": [[-0.76, -1.73, 1.77], [-1.72, -2.38, -1.26], [-0.13, -2.18, -0.05], [1.19, -0.84, -1.92], [-1.62, 1.03, 0.49], [1.00, -0.74, -0.61], [1.94, -0.01, 0.26], [-1.19, 1.84, 1.69], [-0.99, 1.04, -0.68], [-0.40, 1.22, 1.94], [-2.28, 0.11, 0.53], [2.68, 0.62, -0.33], [-2.02, 1.93, 2.42], [-0.79, 2.75, 1.27], [0.53, -1.55, -2.60], [1.92, -0.15, -2.30], [-0.31, 1.82, -0.97], [-1.24, 0.57, -1.61], [1.43, 0.71, 0.97], [0.48, -3.40, 0.03], [2.28, -0.67, 0.97]], "total_charge": 0, "spin_multiplicity": 1, "e_above_lowest_ev": 1.4028, "smiles": "C=C(C)[SiH](Cl)Cl.C=CC", "e_homo_ev": -8.92, "lumo_ev": 0.76, "orbital_gap_ha": 0.3556, "total_energy_ev": -39339.052}



{"formula": "C31H58AsAuNPSi3", "method": "ωB97M-V with the def2-TZVPD basis set", "elements": ["Au", "As", "P", "Si", "Si", "Si", "N", "C", "C", "C", "C", "C", "C", "C", "C", "C", "C", "C", "C", "C", "C", "C", "C", "C", "C", "C", "C", "C", "C", "C", "C", "C", "C", "C", "C", "C", "C", "C", "H", "H", "H", "H", "H", "H", "H", "H", "H", "H", "H", "H", "H", "H", "H", "H", "H", "H", "H", "H", "H", "H", "H", "H", "H", "H", "H", "H", "H", "H", "H", "H", "H", "H", "H", "H", "H", "H", "H", "H", "H", "H", "H", "H", "H", "H", "H", "H", "H", "H", "H", "H", "H", "H", "H", "H", "H", "H"], "positions_angstrom": [[0.43, -0.10, -0.61], [-1.80, 0.39, -1.47], [2.76, -0.40, -0.63], [-1.63, 0.07, -3.81], [-3.88, -0.51, -0.82], [-1.98, 2.70, -1.04], [0.83, -0.41, 1.65], [3.31, 2.22, -0.05], [-0.46, 3.49, -1.74], [-0.16, 1.08, -4.36], [-3.50, 3.50, -1.75], [4.70, -1.76, 2.73], [2.07, -0.81, 2.01], [-1.96, 2.84, 0.81], [-3.62, 0.01, 5.26], [0.65, 1.91, 3.34], [6.06, -2.26, 3.12], [-0.99, -2.61, 1.83], [2.41, -1.18, 3.35], [2.53, -3.01, -1.48], [5.26, 0.90, -0.95], [-3.81, -2.36, -1.04], [-5.24, 0.17, -1.89], [3.13, -0.90, 1.06], [3.75, 1.10, -1.00], [4.39, -1.38, 1.44], [-1.15, -1.38, 2.69], [3.67, -1.63, 3.68], [-0.37, 0.79, 3.41], [-3.11, 0.54, -4.83], [-4.22, -0.06, 0.94], [3.33, -1.31, -3.18], [-2.24, -1.26, 3.55], [3.37, -1.75, -1.71], [-1.47, 0.88, 4.27], [-1.27, -1.74, -3.99], [-2.41, -0.13, 4.35], [-0.20, -0.35, 2.61], [-2.77, 0.73, -5.86], [4.40, -1.97, -1.42], [-1.03, -2.35, 0.76], [-0.01, -3.08, 1.98], [-4.38, 0.66, 4.82], [6.71, -2.37, 2.24], [5.59, 0.03, -1.54], [5.76, 1.78, -1.36], [-3.60, 1.45, -4.47], [2.31, -0.99, -3.45], [-3.68, 3.20, -2.79], [-0.45, 2.12, -4.55], [1.03, 2.02, 2.32], [0.26, 0.66, -5.29], [-5.16, -0.16, -2.93], [-1.58, 1.78, 4.88], [-1.06, -2.00, -5.04], [6.57, -1.58, 3.82], [-0.28, 4.45, -1.24], [4.01, -0.48, -3.39], [-4.39, 3.26, -1.16], [0.22, 2.85, 3.68], [-0.39, -2.00, -3.39], [1.52, 1.69, 3.97], [-6.20, -0.19, -1.49], [-5.07, -0.66, 1.30], [0.61, 1.07, -3.59], [-5.26, 1.27, -1.88], [-2.96, -2.07, 3.61], [-4.50, 1.00, 1.02], [5.17, -1.48, 0.68], [3.87, -1.91, 4.71], [-4.08, -0.96, 5.45], [-2.11, -2.35, -3.65], [1.64, -1.13, 4.11], [-1.21, 2.16, 1.23], [2.51, -3.29, -0.42], [-3.97, -2.63, -2.09], [-1.77, -3.35, 2.04], [3.60, -2.14, -3.83], [-2.85, -2.78, -0.72], [-3.37, 4.59, -1.73], [-1.70, 3.87, 1.11], [-2.92, 2.58, 1.26], [-3.34, 0.44, 6.23], [3.56, 1.96, 0.99], [2.23, 2.39, -0.09], [5.60, 0.76, 0.07], [-4.60, -2.82, -0.44], [-3.36, -0.24, 1.59], [2.92, -3.85, -2.05], [0.42, 2.85, -1.59], [-3.85, -0.27, -4.86], [1.49, -2.83, -1.80], [-0.55, 3.68, -2.82], [3.81, 3.16, -0.30], [3.45, 1.38, -2.02], [6.01, -3.24, 3.61]], "total_charge": 0, "spin_multiplicity": 1, "e_above_lowest_ev": 0.0000, "e_homo_ev": -6.28, "lumo_ev": 0.57, "orbital_gap_ha": 0.2519, "total_energy_ev": -132036.576}